ORCA calculation (ωB97M-V/def2-TZVPD) on 2 unconnected molecules or ions with the total composition C7H14N2S at a distorted geometry.

Atoms and positions in Å:
C1 0.960998 -5.036260 0.159733
C2 -1.141638 -3.227494 -0.453371
C3 0.927443 -1.453988 -0.370644
C4 -1.471819 4.228605 -0.298184
C5 0.836033 4.334540 0.538671
C6 0.934863 -4.246161 1.287059
C7 -0.190810 3.492632 -0.216628
N1 0.976834 -5.766266 -0.701974
N2 0.089045 2.345323 -0.670370
S1 0.075148 -2.386729 0.679757
H1 -0.981198 -4.255932 -0.576620
H2 -1.086825 -2.703207 -1.388472
H3 1.695345 -0.723988 -0.025509
H4 1.063138 -1.878300 -1.371560
H5 -1.642543 4.373394 0.778411
H6 -1.260953 5.174099 -0.775355
H7 -2.397378 3.777372 -0.736408
H8 1.003672 3.862905 1.507722
H9 0.523746 5.468506 0.683816
H10 1.622047 4.353632 -0.161402
H11 1.889903 -3.956389 1.541638
H12 0.235162 -4.669577 1.939012
H13 -2.147362 -3.254825 0.059986
H14 -0.512850 2.148108 -1.429307

Atoms 1-6, force components in eV/Å:
C 0.6 0.0 0.7
C -1.1 1.1 1.9
C 0.6 -0.2 -0.3
C -1.2 -0.2 0.0
C -1.8 1.4 0.5
C -1.8 1.9 -1.3

Calculated values
charge = 0
energy relative to the best compared isomer or geometry (same formula, charge and spin) = 5.133 eV

Löwdin population analysis, charges in e, atoms 1 to 8: number 1, C, carries -0.412; number 2, C, carries -0.254; number 3, C, carries -0.422; number 4, C, carries -0.073; number 5, C, carries -0.060; number 6, C, carries -0.237; number 7, C, carries -0.515; number 8, N, carries 0.157

---

ORCA calculation (ωB97M-V/def2-TZVPD) on 2 unconnected molecules or ions with the total composition C7H14N2S at a distorted geometry.

Atoms and positions in Å:
C1 2.511366 -1.941722 0.426066
C2 2.012007 -1.416393 -0.903533
C3 2.707727 -0.733713 -1.855079
N1 1.755019 -0.465677 -2.873842
C4 0.485439 -1.023258 -2.456414
N2 0.692841 -1.636799 -1.342296
H1 3.345309 -2.450010 0.264577
H2 1.893706 -2.739127 0.969487
H3 2.663791 -1.054762 1.006634
H4 3.615113 -0.452093 -2.182805
H5 1.920331 0.135767 -3.672018
H6 -0.342045 -0.922258 -3.100526
C5 -1.972445 2.090949 0.290097
C6 -2.364670 0.628600 0.355475
S1 -1.673964 -0.361815 1.701218
C7 -1.606303 0.903482 2.926255
H7 -2.151646 2.634548 -0.641881
H8 -0.816444 2.102442 0.365375
H9 -2.337531 2.655136 1.065269
H10 -3.506080 0.306974 0.577239
H11 -2.221541 0.063869 -0.705706
H12 -2.534894 1.428687 3.100897
H13 -1.162604 0.457481 3.905161
H14 -0.912482 1.789692 2.780350

Atoms 1-6, force components in eV/Å:
C -4.2 0.7 0.2
C -0.9 -1.2 -0.3
C -4.9 -0.4 -1.4
N -1.7 -0.7 1.0
C 5.0 1.1 -0.4
N -0.3 0.2 1.3

Calculated values
SMILES string = Cc1c[nH]cn1.CCSC
charge = 0
energy relative to the best compared isomer or geometry (same formula, charge and spin) = 2.630 eV

Löwdin population analysis, charges in e, atoms 1 to 8: number 1, C, carries -0.036; number 2, C, carries -0.317; number 3, C, carries -0.045; number 4, N, carries 0.022; number 5, C, carries -0.166; number 6, N, carries 0.075; number 7, H, carries 0.009; number 8, H, carries 0.112

---

ORCA calculation (ωB97M-V/def2-TZVPD) on a gas-phase ion, C7H14N3 (charge +1) at a distorted geometry.

Atoms and positions in Å:
C1 -2.401189 -0.053014 0.425143
C2 -1.748835 -1.174642 -0.421244
C3 -0.400404 -1.581355 0.053754
N1 0.628916 -0.653579 -0.256240
C4 2.060107 -0.849839 -0.205121
C5 2.710685 0.472182 0.226482
C6 1.683674 1.540686 -0.271787
N2 0.357185 0.913097 -0.175634
N3 -0.572916 1.766695 0.148564
C7 -1.927413 1.360245 0.123080
H1 -3.536937 -0.018763 0.342530
H2 -2.220021 -0.219381 1.508592
H3 -2.407927 -2.036986 -0.237238
H4 -1.799491 -0.987049 -1.609773
H5 -0.542542 -1.661151 1.180234
H6 -0.117122 -2.480217 -0.481458
H7 2.371161 -1.156129 -1.199954
H8 2.506335 -1.746702 0.492316
H9 3.728434 0.462706 0.022624
H10 2.674392 0.555992 1.412097
H11 1.718505 2.365058 0.467121
H12 1.802489 1.743368 -1.346416
H13 -2.040588 1.404929 -0.929835
H14 -2.526491 2.033842 0.732159

Atoms 1-6, force components in eV/Å:
C -0.2 -0.2 0.7
C -2.1 0.4 -2.0
C -0.5 0.4 1.4
N -1.0 4.3 -0.2
C 1.9 -1.8 1.2
C -3.6 -0.4 3.1

Calculated values
SMILES string = C1CCN2CCC[N+]2=NC1
charge = +1
energy relative to the best compared isomer or geometry (same formula, charge and spin) = 5.385 eV

Löwdin population analysis, charges in e, atoms 1 to 8: number 1, C, carries -0.177; number 2, C, carries -0.198; number 3, C, carries -0.207; number 4, N, carries -0.009; number 5, C, carries -0.177; number 6, C, carries -0.122; number 7, C, carries -0.092; number 8, N, carries 0.017

---

ORCA calculation (ωB97M-V/def2-TZVPD) on a gas-phase ion, C7H14N3 (charge +1) at a distorted geometry.

Atoms and positions in Å:
C1 1.719128 0.750567 -1.214015
N1 1.644301 0.803643 0.261478
C2 0.422828 0.356996 0.817472
C3 0.624996 0.289900 2.526806
C4 -0.638003 1.380928 0.458274
C5 -1.640429 1.090977 -0.407612
C6 -1.867581 -0.265465 -1.078663
C7 -0.901652 -1.271972 -0.685844
N2 -1.040197 -2.415536 -1.336732
N3 -0.063591 -1.023737 0.247135
H1 1.090223 1.435699 -1.633436
H2 2.828778 1.059067 -1.430301
H3 1.537491 -0.167280 -1.649051
H4 2.489976 0.633694 0.764262
H5 0.195263 1.229269 2.940337
H6 1.614811 0.433544 2.680840
H7 0.227120 -0.657564 2.829763
H8 -0.566432 2.291748 0.914017
H9 -2.282669 2.007377 -0.648502
H10 -2.905475 -0.332271 -0.985052
H11 -1.575011 0.057338 -2.055819
H12 -1.712332 -2.475368 -2.082072
H13 -0.356678 -3.101877 -1.314992
H14 0.499002 -1.883503 0.496511

Atoms 1-6, force components in eV/Å:
C 4.8 1.4 2.4
N -1.0 -0.7 -1.2
C -0.2 1.0 2.8
C -3.0 1.0 -4.0
C -1.6 -4.1 -2.2
C 1.0 2.2 1.7

Calculated values
SMILES string = CN[C@@]1(C)C=CCC(=[NH2+])N1
charge = +1
energy relative to the best compared isomer or geometry (same formula, charge and spin) = 2.449 eV

Löwdin population analysis, charges in e, atoms 1 to 8: number 1, C, carries -0.057; number 2, N, carries -0.035; number 3, C, carries -0.386; number 4, C, carries 0.075; number 5, C, carries -0.030; number 6, C, carries -0.041; number 7, C, carries -0.077; number 8, C, carries -0.361